1.
This record from the OMol25 dataset describes an isolated molecule of C5H7NO. The level of theory is ωB97M-V/def2-TZVPD.

Last columns: bonded neighbours and bond lengths (Å).
CARTESIAN COORDINATES (ANGSTROEM)
1 C -1.89476 0.43222 -0.63143  C6 1.514, H8 1.089, H9 1.095, H10 1.096
2 C -0.02255 -0.63901 0.51599  N3 1.356, C4 1.456, C6 1.484
3 N 0.96869 -1.42108 1.01139  C2 1.356, C4 1.511, H11 1.025
4 C 1.00329 0.06677 1.27084  C2 1.456, N3 1.511, C5 1.420, H12 1.082
5 C 1.50319 0.71603 0.11102  C4 1.420, H13 1.084, H14 1.089
6 C -0.62851 -0.37765 -0.81334  C1 1.514, C2 1.484, O7 1.217
7 O -0.29770 -0.92044 -1.85073  C6 1.217
8 H -2.04508 1.18683 -1.40165  C1 1.089
9 H -1.95290 0.86747 0.37162  C1 1.095
10 H -2.69482 -0.31369 -0.70604  C1 1.096
11 H 1.64900 -1.80044 0.34474  N3 1.025
12 H 0.91499 0.46812 2.27223  C4 1.082
13 H 1.91726 0.12046 -0.69447  C5 1.084
14 H 1.64747 1.79346 0.04508  C5 1.089

Summary:
**LUMO energy (alpha / beta)**: 0.07 / 0.07 eV
**Energy relative to the best compared isomer or geometry (same formula, charge and spin)**: 107.3 kcal/mol
**Molecular weight**: 97.1 g mol⁻¹
**Total charge**: 0
**Orbital gap (alpha / beta)**: 8.27 / 8.27 eV
**DFT total energy**: -8831.5520 eV

2.
This record from the OMol25 dataset describes an isolated molecule of C5H7NO. The level of theory is ωB97M-V/def2-TZVPD.

Last columns: bonded neighbours and bond lengths (Å).
CARTESIAN COORDINATES (ANGSTROEM)
1 C 1.10839 0.55928 -1.19967  N2 1.439, H8 1.162, H9 1.042, H10 1.076
2 N 0.43132 -0.04414 -0.08279  C1 1.439, C3 1.396, C4 1.292
3 C 1.04065 -0.25465 1.15510  N2 1.396, H11 1.073, H12 1.045, H13 1.001
4 C -0.85505 0.06874 -0.04639  N2 1.292, C5 1.374, C6 1.443
5 C -2.06907 0.00171 -0.68623  C4 1.374, C6 1.404, H14 1.026
6 C -2.03345 -0.35178 0.67206  C4 1.443, C5 1.404, O7 1.212
7 O -2.46241 -0.78651 1.71950  C6 1.212
8 H 1.61175 -0.32770 -1.75618  C1 1.162
9 H 0.33861 0.86988 -1.82871  C1 1.042
10 H 1.90900 1.24288 -0.97557  C1 1.076
11 H 1.75290 -1.05718 1.16946  C3 1.073
12 H 1.38941 0.62854 1.59140  C3 1.045
13 H 0.40983 -0.60958 1.84644  C3 1.001
14 H -2.57187 0.06052 -1.57842  C5 1.026

Summary:
**LUMO energy**: 0.68 eV
**SMILES string**: CN(C)c1cc1=O
**Energy relative to the best compared isomer or geometry (same formula, charge and spin)**: 81.3 kcal/mol
**Molecular weight**: 97.1 g mol⁻¹
**Total charge**: 0
**Orbital gap**: 9.39 eV
**DFT total energy**: -8832.6780 eV

Copy entry 1 word for word.
This record from the OMol25 dataset describes an isolated molecule of C5H7NO. The level of theory is ωB97M-V/def2-TZVPD.

Last columns: bonded neighbours and bond lengths (Å).
CARTESIAN COORDINATES (ANGSTROEM)
1 C -1.89476 0.43222 -0.63143  C6 1.514, H8 1.089, H9 1.095, H10 1.096
2 C -0.02255 -0.63901 0.51599  N3 1.356, C4 1.456, C6 1.484
3 N 0.96869 -1.42108 1.01139  C2 1.356, C4 1.511, H11 1.025
4 C 1.00329 0.06677 1.27084  C2 1.456, N3 1.511, C5 1.420, H12 1.082
5 C 1.50319 0.71603 0.11102  C4 1.420, H13 1.084, H14 1.089
6 C -0.62851 -0.37765 -0.81334  C1 1.514, C2 1.484, O7 1.217
7 O -0.29770 -0.92044 -1.85073  C6 1.217
8 H -2.04508 1.18683 -1.40165  C1 1.089
9 H -1.95290 0.86747 0.37162  C1 1.095
10 H -2.69482 -0.31369 -0.70604  C1 1.096
11 H 1.64900 -1.80044 0.34474  N3 1.025
12 H 0.91499 0.46812 2.27223  C4 1.082
13 H 1.91726 0.12046 -0.69447  C5 1.084
14 H 1.64747 1.79346 0.04508  C5 1.089

Summary:
**LUMO energy (alpha / beta)**: 0.07 / 0.07 eV
**Energy relative to the best compared isomer or geometry (same formula, charge and spin)**: 107.3 kcal/mol
**Molecular weight**: 97.1 g mol⁻¹
**Total charge**: 0
**Orbital gap (alpha / beta)**: 8.27 / 8.27 eV
**DFT total energy**: -8831.5520 eV